(1)
The following is a quantum chemistry calculation of 8 unconnected molecules or ions with the total composition C48H72F9N2O17 in a non-equilibrium geometry, from the Open Molecules 2025 dataset.

Each line ends with the Löwdin charge.
Geometry (Å):
C1 4.80629 1.87831 0.87884  -0.05
C2 4.65072 0.65130 1.77611  -0.26
O1 3.36935 0.04276 1.77587  -0.13
C3 3.29889 -0.91685 0.74023  -0.22
C4 1.89802 -1.50564 0.66388  -0.07
C5 1.20827 -1.43796 -0.69080  -0.20
N1 0.86614 -2.71201 -1.34986  0.19
C6 -0.03822 -2.46513 -2.21919  0.06
C7 -0.53001 -1.01191 -2.28031  -0.25
C8 -2.05724 -1.21501 -2.52364  -0.11
C9 -2.94856 -0.82923 -1.33574  -0.19
C10 -4.42145 -0.95783 -1.76996  -0.17
C11 -5.32002 -1.42923 -0.64418  -0.18
N2 -5.69060 -0.31695 0.26702  0.07
C12 -4.96276 -0.31889 1.47119  -0.48
C13 -4.31185 1.00740 1.86124  0.01
O2 -4.87558 -1.33434 2.19248  0.02
C14 0.32658 -0.42281 -3.43405  -0.07
C15 -0.32479 0.70623 -4.24340  -0.03
C16 -0.19103 2.11515 -3.65584  -0.41
F1 0.80082 2.24019 -2.76464  0.14
F2 0.13649 2.93896 -4.69280  0.11
C17 -1.53416 2.69826 -3.08970  -0.34
F3 -2.15000 3.31691 -4.12613  0.15
F4 -2.36746 1.72992 -2.67130  0.14
C18 -1.36377 3.76622 -1.99605  -0.34
F5 -1.04982 3.14643 -0.83999  0.15
F6 -0.39395 4.62843 -2.30848  0.19
C19 -2.67774 4.60542 -1.72400  -0.51
F7 -2.77747 4.84718 -0.40879  0.16
F8 -2.59166 5.77495 -2.36259  0.18
F9 -3.79305 3.95794 -2.09762  0.17
C20 -0.12392 -0.67044 -0.81082  -0.26
O3 0.16546 0.65342 -0.51904  0.04
H1 4.00094 1.99497 0.15927  0.07
H2 5.71127 1.74606 0.29318  0.07
H3 4.92328 2.80579 1.42000  0.07
H4 4.91937 0.93440 2.78829  0.12
H5 5.40445 -0.07956 1.48267  0.09
H6 4.00388 -1.72116 0.96042  0.12
H7 3.64625 -0.44675 -0.18488  0.13
H8 2.00287 -2.54945 0.95099  0.12
H9 1.30745 -1.04218 1.45003  0.13
H10 1.99403 -1.07071 -1.34956  0.15
H11 1.26437 -3.62446 -1.17130  0.19
H12 -0.40036 -3.30425 -2.79925  0.17
H13 -2.43122 -0.69763 -3.39802  0.11
H14 -2.25101 -2.26766 -2.70096  0.11
H15 -2.80268 -1.57587 -0.55870  0.12
H16 -2.73221 0.16281 -0.96019  0.10
H17 -4.77154 -0.03603 -2.22494  0.12
H18 -4.46597 -1.71489 -2.55010  0.11
H19 -4.89076 -2.25983 -0.09974  0.11
H20 -6.24514 -1.79966 -1.07713  0.12
H21 -5.50572 0.54329 -0.22811  0.10
H22 -3.23970 0.89030 1.76423  0.07
H23 -4.64676 1.79109 1.18950  0.07
H24 -4.62250 1.25291 2.86737  0.09
H25 1.32192 -0.04546 -3.17967  0.09
H26 0.48299 -1.23680 -4.13831  0.13
H27 0.21295 0.74979 -5.18067  0.12
H28 -1.36128 0.53639 -4.50264  0.12
H29 -0.72544 -1.16562 -0.05091  0.16
H30 -0.09565 0.86840 0.38112  0.12
O4 -9.55983 -2.81221 6.69600  0.12
C21 -8.65685 -2.91355 5.92068  -0.49
O5 -8.24703 -1.89111 5.12741  0.02
C22 -7.21577 -2.34628 4.23002  -0.16
C23 -6.62418 -3.58001 4.89276  -0.16
C24 -7.83049 -4.15371 5.63043  -0.07
H31 -7.67241 -2.57364 3.26408  0.13
H32 -6.48280 -1.55744 4.09395  0.10
H33 -6.16756 -4.27195 4.18830  0.10
H34 -5.86094 -3.28243 5.61438  0.12
H35 -8.41522 -4.82403 4.99943  0.13
H36 -7.55183 -4.65549 6.55169  0.12
O6 -7.05325 9.68022 0.45151  0.14
C25 -6.42126 8.72652 0.11685  -0.48
O7 -6.04776 8.49886 -1.17018  0.03
C26 -5.39509 7.22489 -1.27777  -0.16
C27 -4.88866 6.91122 0.12546  -0.17
C28 -5.94791 7.58370 0.99748  -0.07
H37 -6.12528 6.49102 -1.62925  0.13
H38 -4.59363 7.29727 -2.00676  0.11
H39 -4.77201 5.84971 0.31446  0.10
H40 -3.92166 7.39015 0.28688  0.12
H41 -6.79336 6.92457 1.19805  0.13
H42 -5.53858 7.96174 1.92913  0.13
O8 2.77730 0.70027 -4.23633  0.09
C29 3.05939 0.76401 -5.40433  -0.46
O9 2.79937 -0.26672 -6.23363  0.02
C30 3.31382 0.01460 -7.55434  -0.14
C31 3.41160 1.52727 -7.61545  -0.14
C32 3.72386 1.89504 -6.16492  -0.06
H43 4.28326 -0.47461 -7.65942  0.13
H44 2.63320 -0.39285 -8.29718  0.13
H45 4.15277 1.88185 -8.32735  0.12
H46 2.44478 1.94634 -7.89933  0.12
H47 4.79652 1.88336 -5.96600  0.13
H48 3.30131 2.85665 -5.89428  0.12
O10 -4.90428 -6.67203 4.07930  0.12
C33 -4.24583 -6.48314 5.05918  -0.49
O11 -4.77512 -6.05317 6.23126  0.02
C34 -3.72253 -5.81185 7.18743  -0.14
C35 -2.55108 -6.65155 6.70452  -0.16
C36 -2.74200 -6.63225 5.19441  -0.08
H49 -3.49657 -4.74354 7.19061  0.13
H50 -4.06329 -6.10146 8.17801  0.13
H51 -1.58466 -6.27056 7.03046  0.11
H52 -2.65258 -7.67348 7.07509  0.12
H53 -2.25713 -5.76801 4.73705  0.13
H54 -2.40033 -7.55202 4.72713  0.12
O12 7.23206 3.70958 -6.56859  0.12
C37 6.61088 4.66066 -6.19765  -0.49
O13 5.25439 4.69301 -6.21312  0.00
C38 4.79073 5.99924 -5.81081  -0.15
C39 5.93766 6.60625 -5.01940  -0.15
C40 7.15464 5.98557 -5.70208  -0.07
H55 4.55964 6.57396 -6.70990  0.13
H56 3.88369 5.88922 -5.22055  0.12
H57 5.93134 7.69392 -5.02401  0.12
H58 5.89185 6.27528 -3.98123  0.12
H59 7.48664 6.56939 -6.56183  0.13
H60 7.97832 5.82977 -5.01500  0.13
O14 7.61458 2.98764 2.03954  0.12
C41 8.25612 2.00877 1.80099  -0.50
O15 8.98582 1.84541 0.67519  0.03
C42 9.55241 0.52244 0.63574  -0.15
C43 9.57792 0.05871 2.08531  -0.15
C44 8.35162 0.76326 2.66378  -0.07
H61 8.91760 -0.10627 0.00708  0.12
H62 10.54325 0.57235 0.19264  0.13
H63 9.56058 -1.02421 2.19004  0.12
H64 10.47848 0.42833 2.57630  0.12
H65 7.44288 0.17507 2.53315  0.11
H66 8.48135 1.02801 3.70871  0.13
O16 0.47518 -5.15778 5.48977  0.12
C45 1.03728 -6.12582 5.07123  -0.49
O17 1.36908 -6.29726 3.76824  0.02
C46 1.93454 -7.60956 3.57403  -0.15
C47 2.44005 -8.03481 4.94495  -0.15
C48 1.44477 -7.34510 5.87574  -0.07
H67 1.15141 -8.27015 3.19624  0.13
H68 2.72973 -7.54936 2.83501  0.12
H69 2.49006 -9.11436 5.06775  0.12
H70 3.43935 -7.63167 5.11293  0.12
H71 0.55974 -7.95815 6.05473  0.13
H72 1.89592 -7.05093 6.81830  0.13

As for the total charge: +1. For the electronic energy, the calculation gives -4159.41804 a.u. The frontier orbital gap is 7.04 eV.

***

(2)
The following is a quantum chemistry calculation of a molecular structure, C20H19F4N2S in a non-equilibrium geometry, from the Open Molecules 2025 dataset.

Each line ends with the Löwdin charge.
Geometry (Å):
C1 -2.66228 -0.32888 2.70925  -0.14
C2 -2.49686 0.99341 2.02588  -0.18
N1 -1.13052 1.44634 2.06998  0.01
C3 -0.14200 0.59186 2.16166  -0.52
N2 -0.34824 -0.74274 2.15034  -0.07
C4 -1.69764 -1.32012 2.08932  -0.13
C5 0.71099 -1.74680 1.99730  -0.16
C6 2.01024 -1.40070 2.68702  -0.22
C7 2.59915 -0.10999 2.11773  -0.42
S1 1.45975 1.26990 2.32666  1.08
H1 -2.50291 -0.23540 3.79408  0.14
H2 -3.68981 -0.67403 2.54843  0.13
H3 -2.80829 0.90963 0.99130  0.14
H4 -3.10269 1.75511 2.49445  0.12
H5 -1.68336 -2.25744 2.66591  0.13
H6 -1.98201 -1.52741 1.04104  0.15
H7 0.30983 -2.68107 2.42531  0.13
H8 0.90341 -1.91843 0.92129  0.15
H9 1.87895 -1.30044 3.77585  0.13
H10 2.71988 -2.20691 2.48715  0.13
H11 3.47406 0.18615 2.71092  0.09
H12 2.84414 -0.19523 1.05567  0.09
F1 -0.38932 2.90902 -3.25064  0.05
C8 0.14262 3.17413 -1.99930  -0.21
C9 1.51800 3.37188 -1.90218  0.09
C10 2.02328 3.70569 -0.63821  -0.22
F2 3.39493 3.84786 -0.50156  0.05
C11 1.20279 3.83231 0.46171  0.00
C12 -0.17637 3.47830 0.39358  -0.18
C13 -0.96823 3.29742 1.62415  -0.02
C14 -2.25524 4.00293 1.74664  -0.18
C15 -2.63619 4.42990 3.04402  0.05
C16 -3.97398 4.71067 3.31603  -0.21
F3 -4.32348 5.06062 4.60557  0.06
C17 -4.95144 4.64519 2.33614  0.08
C18 -4.55311 4.40746 1.03172  -0.21
F4 -5.51574 4.33092 0.04263  0.06
C19 -3.20488 4.22000 0.68836  0.07
C20 -0.70411 3.20115 -0.89542  0.04
H13 2.17615 3.27918 -2.75894  0.14
H14 1.61857 4.18087 1.41231  0.13
H15 -0.42099 3.13636 2.55880  0.11
H16 -1.87542 4.51435 3.81262  0.14
H17 -6.00976 4.82588 2.58395  0.15
H18 -2.93465 4.23218 -0.36703  0.11
H19 -1.76026 2.94267 -1.02551  0.12

As for the total charge: +1. For the electronic energy, the calculation gives -1680.39654 a.u. The frontier orbital gap is 8.19 eV.

***

(3)
The following is a quantum chemistry calculation of 2 unconnected molecules or ions with the total composition C2H9N2OP in a non-equilibrium geometry, from the Open Molecules 2025 dataset.

Each line ends with the Löwdin charge.
Geometry (Å):
C1 -1.35223 0.81028 1.62890  -0.30
C2 0.85183 0.50578 -2.00802  -0.16
N1 -0.47314 -0.17828 2.16196  -0.10
N2 1.39019 -0.25172 -0.90014  -0.26
O1 -0.64889 -1.88392 -0.90469  -0.40
P1 0.42642 -1.34210 -0.08675  0.72
H1 -0.75947 1.60006 1.16008  0.05
H2 -2.08654 0.43330 0.90213  0.06
H3 -1.91861 1.26216 2.45558  0.07
H4 1.63900 0.68433 -2.74052  0.08
H5 0.06825 -0.09869 -2.46696  0.07
H6 0.42767 1.46258 -1.70393  0.07
H7 -1.00983 -0.98348 2.48175  0.01
H8 2.05589 0.24290 -0.32387  0.09
H9 1.38944 -2.26320 0.34448  0.00

For the electronic energy, the calculation gives -607.62646 a.u. The frontier orbital gap (alpha / beta) is 8.70 / 7.86 eV. As for the energy relative to the best compared isomer or geometry (same formula, charge and spin): 69.0 kcal/mol.

***

(4)
The following is a quantum chemistry calculation of a single C6H5N2OP molecule in a non-equilibrium geometry, from the Open Molecules 2025 dataset.

Each line ends with the Löwdin charge.
Geometry (Å):
C1 0.85677 1.18980 -0.87325  -0.09
C2 -0.30055 0.76599 -1.51906  -0.08
C3 1.20428 0.71326 0.32848  0.02
C4 -1.09514 -0.08342 -0.87416  -0.17
C5 0.41708 -0.36944 1.05050  -0.43
C6 -0.77495 -0.69719 0.32097  -0.42
N1 0.79331 -0.95484 2.08273  0.23
N2 -1.27150 -2.42003 2.26670  -0.40
O1 -1.60716 -3.32056 3.24964  -0.11
P1 -1.77732 -2.06175 0.81804  0.95
H1 1.40390 1.90147 -1.35092  0.08
H2 -0.43392 1.22904 -2.48142  0.12
H3 2.07481 1.10881 0.70969  0.08
H4 -2.00074 -0.37416 -1.47503  0.12
H5 -0.71616 -3.69523 3.38434  0.10

For the electronic energy, the calculation gives -757.50675 a.u. The frontier orbital gap (alpha / beta) is 8.06 / 5.78 eV.

***

What is the electronic energy in the first record? -4159.41804 a.u.

***

Repeat the second record exactly.
The following is a quantum chemistry calculation of a molecular structure, C20H19F4N2S in a non-equilibrium geometry, from the Open Molecules 2025 dataset.

Each line ends with the Löwdin charge.
Geometry (Å):
C1 -2.66228 -0.32888 2.70925  -0.14
C2 -2.49686 0.99341 2.02588  -0.18
N1 -1.13052 1.44634 2.06998  0.01
C3 -0.14200 0.59186 2.16166  -0.52
N2 -0.34824 -0.74274 2.15034  -0.07
C4 -1.69764 -1.32012 2.08932  -0.13
C5 0.71099 -1.74680 1.99730  -0.16
C6 2.01024 -1.40070 2.68702  -0.22
C7 2.59915 -0.10999 2.11773  -0.42
S1 1.45975 1.26990 2.32666  1.08
H1 -2.50291 -0.23540 3.79408  0.14
H2 -3.68981 -0.67403 2.54843  0.13
H3 -2.80829 0.90963 0.99130  0.14
H4 -3.10269 1.75511 2.49445  0.12
H5 -1.68336 -2.25744 2.66591  0.13
H6 -1.98201 -1.52741 1.04104  0.15
H7 0.30983 -2.68107 2.42531  0.13
H8 0.90341 -1.91843 0.92129  0.15
H9 1.87895 -1.30044 3.77585  0.13
H10 2.71988 -2.20691 2.48715  0.13
H11 3.47406 0.18615 2.71092  0.09
H12 2.84414 -0.19523 1.05567  0.09
F1 -0.38932 2.90902 -3.25064  0.05
C8 0.14262 3.17413 -1.99930  -0.21
C9 1.51800 3.37188 -1.90218  0.09
C10 2.02328 3.70569 -0.63821  -0.22
F2 3.39493 3.84786 -0.50156  0.05
C11 1.20279 3.83231 0.46171  0.00
C12 -0.17637 3.47830 0.39358  -0.18
C13 -0.96823 3.29742 1.62415  -0.02
C14 -2.25524 4.00293 1.74664  -0.18
C15 -2.63619 4.42990 3.04402  0.05
C16 -3.97398 4.71067 3.31603  -0.21
F3 -4.32348 5.06062 4.60557  0.06
C17 -4.95144 4.64519 2.33614  0.08
C18 -4.55311 4.40746 1.03172  -0.21
F4 -5.51574 4.33092 0.04263  0.06
C19 -3.20488 4.22000 0.68836  0.07
C20 -0.70411 3.20115 -0.89542  0.04
H13 2.17615 3.27918 -2.75894  0.14
H14 1.61857 4.18087 1.41231  0.13
H15 -0.42099 3.13636 2.55880  0.11
H16 -1.87542 4.51435 3.81262  0.14
H17 -6.00976 4.82588 2.58395  0.15
H18 -2.93465 4.23218 -0.36703  0.11
H19 -1.76026 2.94267 -1.02551  0.12

As for the total charge: +1. For the electronic energy, the calculation gives -1680.39654 a.u. The frontier orbital gap is 8.19 eV.